1.
The following is a quantum chemistry calculation of C6H12LuN2OP as an isolated structure, from OMol25.

Highest occupied orbital energy (alpha / beta) ... -4.96 / -4.96 eV
Lowest unoccupied orbital energy (alpha / beta) ... -0.857 / -0.856 eV
2S+1 ... 1
Kohn-Sham gap (alpha / beta) ... 4.11 / 4.11 eV
ΔE to the lowest compared entry with this formula, charge and spin ... 23.44 kcal per mole

The geometry in XYZ format:
```
23
Properties=species:S:1:pos:R:3:nbo_charge:R:1
C 3.10 -0.04 -0.07 -0.39
C 2.81 -0.26 1.31 -0.37
C 2.34 -1.60 1.42 -0.35
C 2.64 -2.29 0.21 -0.35
C 2.93 -1.30 -0.76 -0.37
Lu -1.29 0.28 -1.50 0.83
P -0.21 2.55 -2.01 -0.14
H 3.42 0.89 -0.51 0.18
H 2.90 0.44 2.13 0.19
H 1.95 -2.04 2.34 0.18
H 2.99 -1.45 -1.82 0.19
H 2.53 -3.36 0.05 0.19
H 0.03 2.54 -3.47 0.07
H 0.44 3.73 -1.55 0.09
H -1.66 2.90 -2.08 0.05
N -3.46 0.21 -0.41 -0.97
C -2.63 -0.05 0.70 0.78
N -3.06 -0.21 1.93 -0.74
O -1.36 -0.06 0.48 -0.76
H -4.36 0.60 -0.14 0.43
H -3.70 -0.69 -0.94 0.40
H -2.33 -0.41 2.61 0.45
H -4.03 -0.39 2.10 0.42
```



2.
The following is a quantum chemistry calculation of C37H36N3O3W as an isolated structure, from OMol25.

Highest occupied orbital energy (alpha / beta) ... -9.80 / -11.20 eV
Lowest unoccupied orbital energy (alpha / beta) ... -2.843 / -3.417 eV
2S+1 ... 3
<S²> ... 2.015
Kohn-Sham gap (alpha / beta) ... 6.95 / 7.78 eV
ΔE to the lowest compared entry with this formula, charge and spin ... 22.25 kcal per mole
Total charge ... +1

The geometry in XYZ format:
```
80
Properties=species:S:1:pos:R:3:mulliken_spin:R:1
C 2.30 -0.70 0.89 -0.04
C 2.77 -1.25 -0.36 0.05
C 2.63 -0.25 -1.37 -0.04
H 3.19 -2.27 -0.48 0.00
C 2.12 0.96 -0.77 0.17
C 1.93 0.69 0.63 -0.03
H 1.89 1.94 -1.26 0.02
C -0.70 -2.19 0.85 -0.06
C 0.37 -2.91 0.22 0.02
C 0.07 -3.00 -1.18 -0.03
H 1.23 -3.37 0.74 -0.01
C -1.17 -2.31 -1.41 0.11
C -1.66 -1.80 -0.15 0.07
H 2.99 -0.33 -2.41 -0.01
H 1.60 1.44 1.37 0.02
H 2.28 -1.20 1.87 -0.01
H -2.61 -1.23 0.00 0.02
H 0.66 -3.52 -1.95 0.00
H -0.80 -2.05 1.93 0.01
W 0.34 -0.65 -0.30 1.55
C -1.96 -2.21 -2.73 -0.05
C -3.35 -2.84 -2.54 0.02
C -1.19 -2.91 -3.87 0.01
H -3.24 -3.83 -2.08 0.00
H -3.83 -2.95 -3.52 0.00
H -3.98 -2.21 -1.89 0.00
H -1.25 -4.00 -3.72 0.00
H -0.13 -2.61 -3.89 0.00
H -1.67 -2.65 -4.83 0.00
C -2.14 -0.69 -3.05 0.05
C -0.84 0.00 -3.41 -0.03
H -2.60 -0.16 -2.18 0.02
H -2.83 -0.60 -3.90 0.00
O 0.22 -0.06 -2.76 0.08
N -0.81 0.77 -4.52 0.01
C 0.22 1.83 -4.70 -0.01
H -1.39 0.48 -5.30 0.00
C 1.60 1.28 -5.00 0.00
C 2.75 1.94 -4.53 0.00
H 2.63 2.84 -3.90 0.00
C 4.02 1.44 -4.85 0.00
H 4.92 1.95 -4.46 0.00
C 4.15 0.30 -5.66 0.00
H 5.15 -0.09 -5.92 0.00
C 3.00 -0.34 -6.16 0.00
H 3.07 -1.22 -6.80 0.00
C 1.72 0.16 -5.84 0.00
H 0.81 -0.32 -6.24 0.00
H 0.25 2.49 -3.81 0.00
H -0.16 2.40 -5.57 0.00
O -1.61 2.15 -0.05 0.00
C -1.25 1.64 1.01 -0.05
N -1.42 2.08 2.32 0.00
C -0.80 1.28 3.40 0.01
C -0.18 0.16 2.57 -0.04
O 0.44 -0.79 3.07 0.00
N -0.53 0.40 1.21 0.15
C 0.33 1.99 4.20 0.00
C 1.68 1.65 4.07 0.00
C 2.65 2.18 4.94 0.00
C 2.28 3.10 5.93 0.00
C 0.93 3.47 6.04 0.00
C -0.04 2.93 5.18 0.00
C -1.83 0.59 4.30 0.00
C -1.38 0.00 5.49 0.00
C -2.27 -0.71 6.31 0.00
C -3.60 -0.87 5.93 0.00
C -4.04 -0.32 4.72 0.00
C -3.15 0.40 3.89 0.00
H -1.90 2.96 2.46 0.00
H 2.01 0.89 3.35 0.00
H 3.68 1.86 4.83 0.00
H 3.03 3.51 6.61 0.00
H 0.62 4.18 6.80 0.00
H -1.09 3.20 5.28 0.00
H -0.33 0.10 5.77 0.00
H -1.89 -1.13 7.24 0.00
H -4.29 -1.43 6.57 0.00
H -5.08 -0.44 4.40 0.00
H -3.51 0.82 2.94 0.00
```



3.
The following is a quantum chemistry calculation of C13H30AuIO3P2 as an isolated structure, from OMol25.

Highest occupied orbital energy (alpha / beta) ... -15.24 / -15.76 eV
Lowest unoccupied orbital energy (alpha / beta) ... -8.235 / -9.734 eV
2S+1 ... 3
<S²> ... 2.059
Kohn-Sham gap (alpha / beta) ... 7.01 / 6.02 eV
ΔE to the lowest compared entry with this formula, charge and spin ... 0.00 kcal per mole
Total charge ... +2

The geometry in XYZ format:
```
50
Properties=species:S:1:pos:R:3:nbo_charge:R:1
C 0.00 0.50 -4.57 -0.77
C 0.01 1.38 -3.36 0.51
H 0.01 0.98 -5.59 0.30
H -0.88 -0.14 -4.50 0.27
H 0.87 -0.15 -4.49 0.27
O 0.02 2.57 -3.26 -0.33
I -0.03 -2.96 -0.88 -0.05
Au 0.00 -0.16 -1.31 0.69
P 2.35 -0.20 -1.00 0.99
C 3.02 1.22 -0.11 -0.97
C 3.06 -1.62 -0.10 -0.96
H 4.13 -1.43 0.11 0.27
H 4.25 0.05 -2.42 0.28
H 2.97 -2.54 -0.70 0.27
H 3.05 -1.09 -3.14 0.27
H 2.57 1.34 0.88 0.27
H 2.54 -1.79 0.85 0.27
C 3.18 -0.14 -2.60 -0.97
H 4.10 1.09 -0.01 0.27
H 2.77 0.68 -3.22 0.25
H 2.82 2.13 -0.69 0.27
P -2.35 -0.16 -1.00 0.99
C -2.99 1.28 -0.12 -0.96
C -3.18 -0.08 -2.60 -0.97
H -3.02 -2.49 -0.68 0.27
H -4.15 -1.35 0.12 0.27
H -2.57 -1.74 0.86 0.27
C -3.09 -1.56 -0.09 -0.96
H -3.08 -1.04 -3.13 0.27
H -4.25 0.13 -2.42 0.28
H -4.08 1.17 -0.02 0.27
H -2.78 2.19 -0.69 0.27
H -2.76 0.72 -3.22 0.25
H -2.55 1.39 0.88 0.27
C 0.01 0.44 0.86 0.67
O 0.01 1.62 1.13 -0.52
C -1.29 0.70 3.51 -0.66
C 0.01 -0.05 3.21 0.28
C 1.29 0.70 3.51 -0.66
C 0.00 -1.36 3.98 -0.62
O 0.00 -0.51 1.78 -0.54
H -1.33 0.92 4.59 0.26
H -2.14 0.05 3.25 0.22
H -1.37 1.69 3.01 0.23
H 1.33 0.91 4.59 0.26
H 2.14 0.03 3.26 0.22
H 1.39 1.67 3.01 0.23
H -0.92 -1.92 3.74 0.22
H 0.91 -1.93 3.74 0.22
H 0.00 -1.11 5.04 0.25
```



4.
The following is a quantum chemistry calculation of C45H60BN6NaP as an isolated structure, from OMol25.

Highest occupied orbital energy ... -4.40 eV
Lowest unoccupied orbital energy ... 2.178 eV
2S+1 ... 1
Kohn-Sham gap ... 6.57 eV
ΔE to the lowest compared entry with this formula, charge and spin ... 3.92 kcal per mole
Total charge ... -1

The geometry in XYZ format:
```
114
Properties=species:S:1:pos:R:3:mulliken_charge:R:1
Na -0.44 0.28 -0.04 1.01
C -0.61 4.03 3.61 -1.80
C -0.44 3.39 2.24 1.52
C -0.61 4.43 1.12 -1.29
C 0.90 2.72 2.11 -0.66
C 2.11 3.00 2.77 -0.11
C 3.02 2.10 2.24 -0.84
C 4.46 1.90 2.65 1.25
C 5.17 3.23 2.86 -1.83
C 4.51 1.04 3.92 -1.55
N 2.36 1.34 1.34 0.72
N 1.07 1.72 1.26 0.03
B 2.90 0.15 0.49 1.27
N 2.25 -1.16 0.99 0.78
N 0.92 -1.23 1.23 -0.09
C 0.68 -2.39 1.81 -0.65
C 1.88 -3.11 1.96 -0.80
C 2.86 -2.29 1.43 0.03
C 4.33 -2.56 1.26 1.15
C 4.83 -3.58 2.28 -1.92
C 4.62 -3.02 -0.17 -1.33
C -0.71 -2.75 2.26 2.24
C -0.93 -2.24 3.69 -1.77
C -0.97 -4.25 2.16 -1.91
N 2.63 0.43 -1.00 0.49
N 1.38 0.47 -1.50 0.85
C 1.47 0.92 -2.74 -1.07
C 2.82 1.19 -3.06 -0.73
C 3.53 0.86 -1.92 -0.44
C 5.00 1.01 -1.68 1.20
C 5.81 0.68 -2.93 -1.83
C 5.30 2.43 -1.19 -1.39
C 0.25 1.14 -3.59 2.63
C 0.61 1.43 -5.04 -2.10
C -0.60 2.29 -3.01 -1.20
H -1.62 4.42 3.73 0.47
H 0.09 4.86 3.74 0.28
H -0.43 3.30 4.41 0.39
H -1.20 2.62 2.10 -0.38
H 0.13 5.22 1.23 0.35
H -1.61 4.88 1.16 0.39
H -0.48 3.95 0.15 0.18
H 2.30 3.75 3.52 0.33
H 4.97 1.36 1.85 -0.13
H 4.73 3.79 3.68 0.31
H 5.12 3.85 1.96 0.36
H 6.23 3.06 3.09 0.45
H 4.04 1.57 4.75 0.35
H 5.55 0.81 4.19 0.41
H 3.98 0.10 3.76 0.30
H 4.07 0.06 0.65 -1.13
H 2.02 -4.09 2.39 0.39
H 4.87 -1.63 1.43 -0.20
H 4.34 -4.54 2.16 0.32
H 4.65 -3.23 3.30 0.40
H 5.91 -3.73 2.16 0.45
H 4.10 -3.95 -0.39 0.29
H 5.70 -3.18 -0.31 0.40
H 4.29 -2.26 -0.88 0.18
H -1.41 -2.22 1.61 -0.91
H -0.21 -2.70 4.37 0.36
H -1.94 -2.49 4.03 0.47
H -0.80 -1.16 3.72 0.27
H -0.32 -4.80 2.84 0.34
H -0.80 -4.61 1.15 0.32
H -2.01 -4.46 2.44 0.44
H 3.22 1.56 -3.99 0.43
H 5.29 0.31 -0.89 -0.17
H 5.57 1.38 -3.73 0.27
H 5.59 -0.33 -3.28 0.40
H 6.88 0.75 -2.72 0.46
H 5.09 3.15 -1.99 0.35
H 6.35 2.54 -0.91 0.38
H 4.68 2.68 -0.34 0.22
H -0.35 0.23 -3.55 -1.22
H 1.16 2.37 -5.12 0.36
H -0.30 1.51 -5.64 0.46
H 1.23 0.63 -5.46 0.42
H 0.00 3.20 -2.95 0.37
H -0.95 2.03 -2.01 0.01
H -1.47 2.47 -3.64 0.41
C -5.41 -4.15 -5.09 -0.45
C -5.42 -2.80 -5.39 -0.55
C -4.63 -1.92 -4.66 -0.52
C -3.81 -2.37 -3.64 -0.01
C -3.82 -3.74 -3.34 0.16
C -4.61 -4.62 -4.05 -0.70
P -2.75 -1.16 -2.72 0.17
C -1.25 -2.21 -2.52 -0.32
C -0.62 -2.69 -3.67 -0.38
C 0.60 -3.34 -3.59 -0.83
C 1.22 -3.50 -2.35 -0.69
C 0.61 -3.03 -1.21 0.39
C -0.63 -2.40 -1.29 1.19
C -3.48 -1.11 -1.05 1.03
C -4.67 -1.75 -0.70 -0.70
C -5.21 -1.54 0.56 -0.66
C -4.56 -0.69 1.44 -1.01
C -3.36 -0.09 1.07 -0.21
C -2.76 -0.24 -0.20 -0.32
H -6.02 -4.84 -5.66 0.36
H -6.05 -2.43 -6.19 0.37
H -4.63 -0.86 -4.90 0.37
H -3.19 -4.10 -2.53 0.44
H -4.61 -5.67 -3.81 0.38
H -1.09 -2.54 -4.63 0.44
H 1.07 -3.72 -4.49 0.38
H 2.19 -3.99 -2.29 0.37
H 1.09 -3.14 -0.24 0.04
H -1.12 -2.05 -0.39 -0.51
H -5.18 -2.41 -1.40 0.27
H -6.15 -2.01 0.84 0.38
H -4.99 -0.50 2.42 0.38
H -2.88 0.56 1.80 0.27
```



5.
The following is a quantum chemistry calculation of one molecule with the formula C3H5NO3, from OMol25.

Highest occupied orbital energy ... -10.07 eV
SMILES string ... O=CNCC(=O)O
Lowest unoccupied orbital energy ... 0.521 eV
2S+1 ... 1
Kohn-Sham gap ... 10.59 eV
ΔE to the lowest compared entry with this formula, charge and spin ... 31.53 kcal per mole

The geometry in XYZ format:
```
12
Properties=species:S:1:pos:R:3:nbo_charge:R:1
O -1.13 2.71 -1.16 -0.56
C -0.92 1.90 -0.29 0.53
N -0.69 0.53 -0.64 -0.62
C -0.43 -0.49 0.35 -0.33
C 0.78 -1.44 0.22 0.79
O 0.72 -2.57 -0.16 -0.54
O 1.99 -0.75 0.49 -0.73
H -0.69 2.11 0.75 0.12
H -0.85 0.16 -1.54 0.40
H -0.21 0.19 1.23 0.22
H -1.40 -1.11 0.44 0.22
H 2.83 -1.24 0.32 0.51
```



6.
The following is a quantum chemistry calculation of a 5-piece molecular cluster, C17H44NO10P overall, from OMol25.

Highest occupied orbital energy ... -9.20 eV
SMILES string ... COCCCCO[P@@](=O)(OC)ON(C)C(C)=O.CCO.CCO.CCO.CCO
Lowest unoccupied orbital energy ... 0.469 eV
2S+1 ... 1
Kohn-Sham gap ... 9.66 eV

The geometry in XYZ format:
```
73
Properties=species:S:1:pos:R:3:mulliken_charge:R:1
C 2.57 2.03 2.00 -0.71
O 2.06 1.13 1.00 -0.31
C 2.78 1.24 -0.25 -0.30
C 2.19 2.34 -1.26 -0.60
C 0.71 2.06 -1.79 -0.51
C -0.38 2.21 -0.63 -0.05
O -1.76 2.25 -1.11 -0.35
P -2.77 1.78 0.19 1.08
O -2.16 2.10 1.57 -0.67
O -4.16 2.77 0.04 -0.23
C -3.80 4.09 0.59 -0.61
O -3.14 0.13 0.17 -0.37
N -2.02 -0.64 0.36 0.40
C -1.43 -1.12 -0.93 -0.74
C -2.24 -1.75 1.31 0.21
C -1.21 -1.98 2.52 -0.75
O -3.20 -2.55 1.17 -0.54
H 3.60 1.69 2.37 0.29
H 1.87 1.93 2.92 0.24
H 2.56 3.12 1.69 0.27
H 2.88 0.20 -0.68 0.14
H 3.85 1.59 0.02 0.33
H 2.87 2.32 -2.20 0.24
H 2.24 3.42 -0.88 0.39
H 0.64 1.06 -2.35 0.06
H 0.46 2.85 -2.59 0.28
H -0.07 3.08 0.03 0.23
H -0.29 1.27 0.02 0.22
H -4.04 4.16 1.70 0.25
H -2.70 4.34 0.45 0.23
H -4.38 4.93 0.08 0.25
H -0.28 -1.11 -0.80 0.17
H -1.70 -0.47 -1.83 0.24
H -1.69 -2.23 -1.13 0.36
H -0.33 -2.63 2.17 0.24
H -1.74 -2.58 3.34 0.28
H -0.77 -1.01 2.92 0.29
C -0.73 -4.93 7.02 -1.06
C 0.08 -4.06 6.06 -0.24
O -0.78 -3.20 5.33 -0.45
H -1.46 -5.52 6.47 0.28
H -0.08 -5.60 7.58 0.34
H -1.29 -4.30 7.72 0.33
H 0.62 -4.69 5.35 0.28
H 0.81 -3.45 6.61 0.25
H -1.25 -2.65 5.96 0.26
C 3.63 -0.15 -5.73 -1.23
C 4.05 -0.26 -4.28 -0.13
O 2.91 -0.14 -3.43 -0.35
H 3.13 0.81 -5.91 0.29
H 4.49 -0.23 -6.39 0.37
H 2.91 -0.93 -5.99 0.35
H 4.75 0.54 -4.02 0.32
H 4.54 -1.21 -4.08 0.21
H 2.31 -0.86 -3.66 0.20
C -7.07 2.29 -1.18 -0.72
C -8.49 1.77 -1.35 -0.38
O -8.82 1.70 -2.74 -0.53
H -6.97 3.28 -1.62 0.26
H -6.81 2.35 -0.12 0.27
H -6.36 1.64 -1.68 0.24
H -9.20 2.44 -0.87 0.30
H -8.59 0.77 -0.92 0.28
H -8.19 1.10 -3.16 0.30
C 6.05 -2.71 -0.68 -1.01
C 6.85 -1.86 -1.64 -0.26
O 5.98 -0.99 -2.37 -0.40
H 5.31 -3.30 -1.21 0.24
H 6.70 -3.38 -0.12 0.36
H 5.50 -2.08 0.03 0.29
H 7.37 -2.49 -2.36 0.30
H 7.58 -1.25 -1.11 0.26
H 5.52 -0.43 -1.72 0.21
```



These records have electronic energy values of -1997.17428 -1888.41224 -1854.54022 -2608.00136 -397.78645 -1822.47664 hartree, in the order they appear.